(1)
{
  "formula": "C11H15NO",
  "method": "the ωB97M-V functional and the def2-TZVPD basis",
  "symbols": ["O", "N", "C", "C", "C", "C", "C", "C", "C", "C", "C", "C", "C", "H", "H", "H", "H", "H", "H", "H", "H", "H", "H", "H", "H", "H", "H", "H"],
  "xyz": [[2.410, -0.497, 2.615], [-1.213, -1.531, -2.784], [-0.534, 0.632, -1.935], [-2.626, -0.481, -1.105], [0.204, 0.283, -0.731], [1.912, 0.417, 3.586], [1.044, -0.847, -0.723], [0.861, 0.739, 1.539], [-1.734, -0.273, -2.282], [1.752, -1.191, 0.403], [0.196, 1.099, 0.403], [1.668, -0.381, 1.506], [1.244, 1.484, 2.799], [-2.358, 0.216, -3.085], [0.132, 0.650, -2.803], [-2.092, -1.039, -0.304], [-0.453, 1.989, 0.332], [-0.911, 1.641, -1.845], [1.907, 2.317, 2.635], [0.374, 1.999, 3.293], [-3.449, -1.189, -1.377], [-3.121, 0.436, -0.743], [1.159, -1.474, -1.660], [2.722, 0.774, 4.197], [-0.667, -1.377, -3.645], [2.341, -2.093, 0.450], [-1.959, -2.169, -2.960], [1.189, -0.133, 4.223]],
  "nbo_charge": [-0.49, -0.84, -0.42, -0.63, -0.06, -0.06, -0.16, -0.12, -0.03, -0.30, -0.17, 0.36, -0.45, 0.16, 0.21, 0.22, 0.20, 0.21, 0.21, 0.22, 0.20, 0.22, 0.23, 0.19, 0.36, 0.22, 0.36, 0.17],
  "e_above_lowest_kj_mol": 35.44,
  "lumo_energy_ev": 0.94,
  "mol_weight_g_mol": 177.25,
  "fmax_ev_per_a": 2.69,
  "e_homo_ev": -7.87,
  "smiles": "C[C@H](N)Cc1ccc2c(c1)CCO2",
  "charge": 0
}

(2)
{
  "formula": "C42H34BrCl5N9NaO2S",
  "method": "the ωB97M-V functional and the def2-TZVPD basis",
  "symbols": ["Br", "Cl", "Cl", "Cl", "Cl", "Cl", "S", "Na", "O", "O", "N", "N", "N", "N", "N", "N", "N", "N", "N", "C", "C", "C", "C", "C", "C", "C", "C", "C", "C", "C", "C", "C", "C", "C", "C", "C", "C", "C", "C", "C", "C", "C", "C", "C", "C", "C", "C", "C", "C", "C", "C", "C", "C", "C", "C", "C", "C", "C", "C", "C", "C", "H", "H", "H", "H", "H", "H", "H", "H", "H", "H", "H", "H", "H", "H", "H", "H", "H", "H", "H", "H", "H", "H", "H", "H", "H", "H", "H", "H", "H", "H", "H", "H", "H", "H"],
  "xyz": [[2.157, 2.738, -3.042], [-1.240, -2.564, 2.413], [-3.135, 1.215, 5.726], [0.695, -7.744, -2.180], [3.688, -3.715, 0.681], [-1.236, -5.659, -0.176], [3.420, -6.729, -2.791], [-0.052, 1.124, -0.779], [-0.941, -0.325, 0.497], [-0.547, -4.633, -4.390], [-1.355, 2.330, 1.002], [-0.466, 3.095, -2.303], [0.369, 0.584, 6.188], [1.766, 1.575, 4.893], [2.594, 1.172, 2.664], [-1.471, -2.160, -3.200], [-0.485, -0.238, -2.739], [1.368, 0.395, 5.423], [1.890, 1.163, 0.579], [2.354, -3.376, -1.645], [-2.161, 4.314, -3.486], [-1.717, 3.535, -2.426], [-1.556, -0.878, 2.706], [1.275, -3.580, -2.487], [0.013, -5.884, -4.771], [-2.369, 0.803, 4.212], [-2.040, 4.081, 2.484], [2.123, 1.919, 1.623], [-0.039, 4.654, 5.843], [-1.095, -1.291, -2.233], [2.316, -3.912, -0.367], [-3.588, 4.778, -3.555], [-0.917, 2.641, 6.879], [2.637, -0.142, 2.238], [0.061, 1.929, 6.182], [-0.456, -0.454, -4.096], [-1.339, 0.018, 1.649], [2.211, -0.124, 0.954], [-0.953, 4.003, 6.696], [2.551, -5.424, -4.803], [-1.225, 4.635, -4.462], [1.213, -4.605, 0.091], [2.897, 1.611, 4.001], [-2.108, 1.805, 3.251], [1.408, -6.080, -4.259], [0.393, 3.413, -3.246], [-2.079, -0.506, 3.944], [0.959, 2.581, 5.339], [-1.604, 1.418, 1.981], [-1.051, -1.640, -4.401], [1.752, -6.825, -3.172], [-2.314, 3.184, 3.477], [-0.975, -4.572, -3.041], [0.147, -4.789, -0.775], [0.079, 4.182, -4.354], [-2.035, -3.471, -2.972], [-1.566, 3.599, 1.250], [0.932, 3.966, 5.151], [3.695, -5.682, -4.119], [1.863, 3.382, 1.686], [0.166, -4.314, -2.080], [-0.636, -6.698, -4.433], [-3.791, 5.284, -4.498], [3.220, -2.820, -1.974], [-2.267, -1.267, 4.689], [-1.613, 2.128, 7.527], [-0.100, 5.729, 5.735], [2.934, -0.940, 2.895], [1.292, -3.182, -3.493], [-2.792, -3.671, -3.730], [4.687, -5.318, -4.324], [-1.456, -5.519, -2.769], [0.828, 4.411, -5.097], [-1.515, 5.239, -5.314], [-2.396, 3.238, -1.633], [3.277, 2.631, 3.979], [-1.275, -1.458, -1.181], [-2.679, 3.511, 4.442], [1.697, 3.741, 0.671], [-1.210, -2.157, -5.330], [-1.339, 4.295, 0.447], [2.703, 3.934, 2.113], [0.969, 3.596, 2.274], [1.176, -4.991, 1.098], [-1.694, 4.595, 7.217], [2.505, -4.778, -5.669], [-0.006, 0.256, -4.771], [-2.508, -3.478, -1.989], [-4.277, 3.938, -3.465], [0.018, -5.874, -5.861], [3.664, 0.957, 4.410], [-3.812, 5.474, -2.745], [-2.182, 5.144, 2.631], [2.072, -0.956, 0.286], [1.634, 4.480, 4.509]],
  "lowdin_charge": [0.76, 0.67, 0.74, 0.70, 0.68, 0.71, 1.01, 0.22, -0.15, -0.11, 0.12, 0.04, 0.09, -0.04, -0.01, -0.06, 0.06, 0.08, 0.09, -0.09, -0.25, -0.08, -0.58, -0.02, -0.14, -0.60, -0.06, -0.34, -0.09, -0.14, -0.67, -0.04, -0.10, -0.04, -0.25, -0.14, -0.41, -0.11, -0.10, -0.14, -0.02, -0.13, -0.07, -0.17, -0.33, -0.74, -0.14, -0.17, -0.12, -0.07, -0.96, -0.03, -0.30, -0.60, -0.10, -0.05, -0.17, -0.03, -0.40, 0.01, -0.21, 0.12, 0.08, 0.12, 0.11, 0.08, 0.10, 0.12, 0.13, 0.14, 0.07, 0.12, 0.10, 0.12, 0.12, 0.13, 0.12, 0.09, 0.08, 0.12, 0.10, 0.08, 0.06, 0.11, 0.11, 0.12, 0.09, 0.13, 0.09, 0.13, 0.14, 0.09, 0.10, 0.09, 0.10],
  "e_above_lowest_kj_mol": 0.00,
  "lumo_energy_ev": 0.16,
  "mol_weight_g_mol": 1009.02,
  "fmax_ev_per_a": 0.68,
  "e_homo_ev": -6.44,
  "charge": 0
}

(3)
{
  "formula": "C4H11N3",
  "method": "the ωB97M-V functional and the def2-TZVPD basis",
  "symbols": ["N", "N", "N", "C", "C", "C", "C", "H", "H", "H", "H", "H", "H", "H", "H", "H", "H", "H"],
  "xyz": [[1.348, 0.009, 0.093], [-1.014, -1.930, 0.416], [-1.874, 0.300, -0.389], [-1.607, 1.621, -0.106], [1.886, 0.020, -1.149], [1.757, -0.057, 1.259], [-1.309, -0.704, 0.134], [-2.352, 2.041, 0.562], [-0.099, -2.301, 0.601], [0.977, -0.262, 2.007], [1.283, 0.401, -1.888], [-2.766, 0.126, -0.879], [2.728, -0.123, 1.608], [2.208, -1.003, -1.420], [-0.741, 1.527, 0.422], [2.763, 0.721, -1.011], [-1.465, 2.289, -0.974], [-1.724, -2.673, 0.712]],
  "nbo_charge": [-0.16, -0.73, -0.49, -0.42, -0.48, 0.04, 0.75, 0.27, 0.47, 0.23, 0.26, 0.47, 0.26, 0.27, 0.21, 0.29, 0.27, 0.48],
  "e_above_lowest_kj_mol": 539.63,
  "lumo_energy_ev": [-10.27, -11.78],
  "mol_weight_g_mol": 101.15,
  "fmax_ev_per_a": 5.05,
  "e_homo_ev": [-19.89, -18.18],
  "charge": 2
}

(4)
{
  "formula": "C40H39N8OS3Y",
  "method": "the ωB97M-V functional and the def2-TZVPD basis",
  "symbols": ["Y", "S", "S", "S", "O", "N", "N", "N", "N", "N", "N", "N", "N", "C", "C", "C", "C", "C", "C", "C", "C", "C", "C", "C", "C", "C", "C", "C", "C", "C", "C", "C", "C", "C", "C", "C", "C", "C", "C", "C", "C", "C", "C", "C", "C", "C", "C", "C", "C", "C", "C", "C", "C", "H", "H", "H", "H", "H", "H", "H", "H", "H", "H", "H", "H", "H", "H", "H", "H", "H", "H", "H", "H", "H", "H", "H", "H", "H", "H", "H", "H", "H", "H", "H", "H", "H", "H", "H", "H", "H", "H", "H"],
  "xyz": [[0.004, 0.691, -0.015], [-1.863, 4.608, 2.576], [0.467, -6.269, -3.710], [-0.316, 3.125, -1.656], [-1.966, 0.775, -1.308], [-1.503, 2.348, 1.388], [2.169, 0.705, -1.397], [-2.621, 1.806, -1.810], [-0.118, -4.393, -5.503], [-0.182, -1.380, -1.437], [5.814, 0.536, -3.450], [-1.606, -0.749, 1.454], [-2.967, -1.765, -0.128], [-3.855, 1.607, 1.096], [-0.196, -2.239, -3.686], [-3.925, 1.628, -2.110], [-5.185, 1.916, 1.305], [3.349, 3.464, 2.142], [0.050, -2.653, -1.014], [3.759, -3.425, 1.268], [1.308, 2.384, 1.311], [-4.076, 3.877, -2.852], [2.900, -2.767, 2.358], [-2.894, -2.657, 2.113], [-5.565, 3.112, 1.923], [-2.877, 2.511, 1.512], [0.075, -4.682, -4.145], [2.790, -0.457, -1.630], [-1.203, -0.630, 2.730], [-2.465, -1.727, 1.150], [0.014, -3.585, -3.252], [-2.748, 4.038, -2.556], [-1.598, -1.475, 3.739], [3.971, 1.807, -2.526], [1.239, 4.453, 2.666], [2.122, -1.669, 1.760], [-1.967, 2.988, -2.025], [3.983, -0.564, -2.312], [2.616, 4.484, 2.749], [2.774, 1.810, -1.841], [-4.684, 2.637, -2.631], [3.809, -2.227, 3.470], [4.601, 0.591, -2.787], [-0.849, 3.344, 1.911], [-2.452, -2.527, 3.406], [-3.270, 3.700, 2.138], [-4.607, 4.015, 2.347], [0.148, -3.735, -1.840], [2.703, 2.449, 1.453], [0.612, 3.416, 1.964], [1.452, -0.797, 1.227], [1.940, -3.810, 2.945], [-0.289, -1.222, -2.775], [4.394, -3.038, 3.914], [3.116, 5.280, 3.287], [-6.614, 3.333, 2.073], [-4.648, 4.703, -3.252], [1.295, -4.216, 2.164], [2.304, -1.344, -1.244], [-0.504, 0.175, 2.930], [-3.570, -3.449, 1.821], [4.339, -4.255, 1.682], [4.421, -1.541, -2.473], [-3.211, -2.682, -0.465], [-1.227, -1.335, 4.744], [-0.839, -3.709, -5.692], [-4.293, 0.637, -1.889], [-2.245, 4.981, -2.715], [3.128, -3.807, 0.464], [0.655, 5.230, 3.152], [-4.890, 4.941, 2.830], [4.432, 3.464, 2.220], [-2.449, -1.205, -0.797], [4.450, -2.695, 0.841], [-5.728, 2.462, -2.847], [-0.247, -1.991, -4.738], [0.326, -4.720, -1.433], [4.495, -1.479, 3.069], [-2.769, -3.236, 4.160], [2.284, 2.749, -1.624], [0.173, -2.765, 0.057], [-3.561, 0.687, 0.610], [2.498, -4.635, 3.399], [-0.455, -0.205, -3.115], [-0.241, -5.239, -6.036], [-5.946, 1.217, 0.981], [3.309, 1.659, 1.017], [6.029, 1.324, -4.036], [4.408, 2.744, -2.849], [3.214, -1.754, 4.252], [1.303, -3.355, 3.706], [6.042, -0.350, -3.869]],
  "mulliken_spin": [-0.01, 0.00, 0.22, 0.00, 0.00, 0.00, 0.00, 0.00, 0.05, 0.16, 0.00, 0.00, 0.00, 0.00, 0.08, 0.00, 0.00, 0.00, 0.08, 0.00, 0.00, 0.00, 0.00, 0.00, 0.00, 0.00, 0.14, 0.00, 0.00, 0.00, 0.07, 0.00, 0.00, 0.00, 0.00, 0.00, 0.00, -0.01, 0.00, 0.00, 0.00, 0.00, 0.00, 0.00, 0.00, 0.00, 0.00, 0.07, 0.00, 0.00, 0.00, 0.00, 0.05, 0.00, 0.00, 0.00, 0.00, 0.00, 0.01, 0.00, 0.00, 0.00, 0.00, 0.00, 0.00, 0.01, 0.00, 0.00, 0.00, 0.00, 0.00, 0.00, 0.01, 0.00, 0.00, 0.03, 0.03, 0.00, 0.00, 0.00, 0.00, 0.00, 0.00, 0.01, 0.00, 0.00, 0.00, 0.00, 0.00, 0.00, 0.00, 0.00],
  "e_above_lowest_kj_mol": 0.00,
  "lumo_energy_ev": [2.21, 2.20],
  "multiplicity": 2,
  "mol_weight_g_mol": 832.91,
  "s_squared": 0.763,
  "fmax_ev_per_a": 0.39,
  "e_homo_ev": [-2.61, -4.71],
  "charge": -1
}